DFT (ωB97M-V/def2-TZVPD) results for a structure of composition C2H5N4 at a distorted geometry.

Geometry as XYZ:
```
11
Properties=species:S:1:pos:R:3
C -1.162 -0.113 -0.036
C 0.332 -0.602 -0.083
N -1.586 -1.303 0.015
N -0.247 -1.806 0.048
N -1.678 1.060 0.076
N 1.511 -0.213 -0.036
H -0.117 -2.775 0.116
H -1.342 1.994 -0.106
H -2.726 1.154 0.040
H 1.496 0.795 0.062
H 2.451 -0.836 0.058
```

* ⟨S²⟩: 2.008
* frontier orbital gap (spin up / spin down): 7.74 / 9.44 eV
* total charge: +1
* multiplicity: 3

In the natural (NBO) picture, each atom carries the following charge in e: atom 1 (C): 0.33, atom 2 (C): 0.28, atom 3 (N): -0.13, atom 4 (N): -0.30, atom 5 (N): -0.68, atom 6 (N): -0.74, atom 7 (H): 0.45, atom 8 (H): 0.45, atom 9 (H): 0.44, atom 10 (H): 0.43, atom 11 (H): 0.48